(1)
2 unconnected molecules or ions with the total composition C10H16O at a distorted geometry, computed with the ωB97M-V functional and the def2-TZVPD basis.

Each line ends with the Löwdin charge.
Atoms and positions in Å:
C 0.5813 -1.3177 1.9719  -0.30
C 1.4655 -0.7618 3.1413  -0.12
C -0.8943 -1.3442 2.4154  -0.12
H 0.8951 -2.2737 1.5394  0.10
H 0.7055 -0.5961 1.1690  0.06
H 2.4536 -0.7245 2.6931  0.05
H 1.0911 0.2439 3.3081  0.06
H -1.0112 -0.4600 3.0284  0.06
H 1.3472 -1.3969 4.0172  0.06
H -1.2660 -2.3059 2.7774  0.06
H -1.5022 -1.2813 1.4972  0.06
C 2.4852 -0.1592 -1.9203  -0.11
C 0.0300 -0.6612 -1.9504  -0.12
C 1.0826 0.0613 -1.4569  -0.39
C -1.2971 -0.1966 -1.5973  -0.11
C -1.5064 0.8869 -0.7733  -0.41
C 0.8728 1.1233 -0.5492  -0.16
C -0.4345 1.5972 -0.2505  -0.14
O -2.8117 1.2884 -0.4879  -0.02
H 0.0223 -1.5440 -2.5721  0.07
H -2.1298 -0.6549 -2.1277  0.07
H 2.6772 -1.0555 -2.5419  0.06
H 3.2775 -0.3490 -1.1791  0.06
H 1.7086 1.7517 -0.2710  0.07
H -2.7767 1.9351 0.2131  0.06
H -0.5783 2.3052 0.5681  0.07
H 2.8031 0.6358 -2.6092  0.06

Values from the calculation:
Relative energy (zero: lowest compared OMol25 entry of this formula, charge and spin), kcal/mol: 10.5
⟨S²⟩: 0.762
Multiplicity: 2
Net charge: -1



(2)
C3H3FS in the gas phase at a distorted geometry, computed with the ωB97M-V functional and the def2-TZVPD basis.

Each line ends with the Löwdin charge.
Atoms and positions in Å:
C 0.5863 -0.4046 -1.0722  0.07
C 0.0537 -0.5275 0.1104  -0.23
C -0.4687 0.5840 0.8812  -0.68
F 0.3091 1.9543 0.8727  -0.16
S -1.8082 0.4267 1.7543  0.80
H 0.7816 -1.2195 -1.7215  0.06
H 0.7112 0.5178 -1.5493  0.06
H -0.1651 -1.3313 0.7244  0.07

Values from the calculation:
Relative energy (zero: lowest compared OMol25 entry of this formula, charge and spin), kcal/mol: 17.2
Net charge: 0



> What is the net charge in the first record?

-1



> Among the records above, which one has the highest net charge?

C3H3FS



> Which of these has the lowest relative energy (zero: lowest compared OMol25 entry of this formula, charge and spin)?

C10H16O